C7H10 | the ωB97M-V functional and the def2-TZVPD basis

Computed properties:
SMILES string   C[C@]12C[C@@H]3[C@H](C1)[C@@H]32
Energy relative to the best compared isomer or geometry (same formula, charge and spin)   56.68 kcal/mol
E   -272.6277 a.u.
Molar mass   94.16 g mol⁻¹
Orbital gap   10.4 eV

The geometry in XYZ format:
```
17
C7H10 (the ωB97M-V functional and the def2-TZVPD basis)
C -1.3197 -1.3340 0.6128
C -0.3598 -0.2718 0.1497
C 0.7716 0.1293 1.1301
C 1.5902 0.4961 -0.0830
C 0.6192 1.1095 -1.0758
C -0.8183 1.0447 -0.5132
C 0.7364 -0.3867 -0.9639
H -1.8594 -0.9875 1.5039
H -2.0558 -1.5973 -0.1527
H -0.7725 -2.2412 0.8945
H 0.5715 0.8994 1.8851
H 1.1796 -0.7696 1.6048
H 2.6450 0.7632 -0.0838
H 1.0422 1.6421 -1.9249
H -1.3358 1.7644 0.1425
H -1.4660 0.8702 -1.3794
H 0.8317 -1.1310 -1.7466
```

C4H12 | the ωB97M-V functional and the def2-TZVPD basis

Computed properties:
SMILES string   CC.CC
Energy relative to the best compared isomer or geometry (same formula, charge and spin)   16.98 kcal/mol
E   -159.5579 a.u.
Molar mass   60.14 g mol⁻¹
Orbital gap   12.2 eV

The geometry in XYZ format:
```
16
C4H12 (the ωB97M-V functional and the def2-TZVPD basis)
C 0.1833 -1.5724 -0.3044
C 0.8052 -2.8924 -0.4957
H -0.3635 -1.2227 -1.1981
H -0.3329 -1.5284 0.7123
H 0.9184 -0.7058 -0.2971
H 1.3731 -3.0885 0.3933
H 1.4447 -2.7708 -1.3833
H 0.2158 -3.7618 -0.8196
C -1.1378 1.7330 0.2139
C 0.0794 2.5845 0.6484
H -1.8972 2.4113 -0.0777
H -1.0114 1.0858 -0.6053
H -1.5368 1.0924 0.9782
H 0.9175 2.0247 1.0592
H -0.2066 3.4104 1.2905
H 0.5489 3.2007 -0.1146
```

C43H82FN2O12PSSi2 | the ωB97M-V functional and the def2-TZVPD basis

Computed properties:
E   -4117.9866 a.u.
Molar mass   957.34 g mol⁻¹
Orbital gap   8.4 eV

The geometry in XYZ format:
```
144
C43H82FN2O12PSSi2 (the ωB97M-V functional and the def2-TZVPD basis)
N 1.2439 -1.0688 5.5634
C 0.0355 -0.7174 4.9547
C -0.1603 0.8702 4.5453
Si 0.6590 1.3480 2.8494
F 1.4974 2.9051 3.1325
C 2.1077 0.0937 2.4158
C 2.3042 -0.1401 0.8074
C 3.1367 1.0277 0.0191
C 3.7614 2.4008 0.6543
C 4.5720 3.5628 -0.2347
C 4.8133 3.3149 -1.8475
C 4.2384 1.9062 -2.5262
C 3.3941 0.7968 -1.6157
O -0.4546 1.3631 1.4979
Si -1.8345 2.4148 1.7474
S -1.6019 3.8834 3.3251
C -3.4999 1.4936 2.1199
C -3.5264 -0.0128 1.1664
C -2.8290 0.1422 -0.4155
O -4.4383 0.0080 -0.1031
P -2.0057 3.6097 -0.1417
N -3.5140 3.6643 -0.7229
H 1.8643 -0.2197 5.6401
H -0.8070 -1.5438 4.8053
H -1.3126 1.0853 4.5983
H 0.3674 1.4993 5.4089
H 1.9248 -0.9793 2.8950
H 3.0945 0.4993 2.9375
H 1.2564 -0.4002 0.3207
H 2.9483 -1.1392 0.6962
H 3.6596 2.6248 1.7970
H 4.9456 4.5256 0.3310
H 5.3821 4.1469 -2.4460
H 4.4713 1.7613 -3.6780
H 3.0315 -0.1606 -2.2031
H -0.5429 4.7751 2.9602
H -3.5233 1.1524 3.2453
H -4.4613 2.0825 1.8066
H -3.3402 -1.0912 1.7807
H -3.0908 1.0787 -1.0659
H -2.4915 -0.9146 -0.7862
H -1.5567 4.9775 0.0758
H -1.1026 3.0109 -1.1227
H -4.1349 3.1270 -0.0799
C 1.3481 3.2215 -4.5976
C 1.5848 2.0365 -5.4951
O 2.6826 1.8362 -6.0121
C 0.4263 1.1058 -5.7355
H 2.2716 3.8046 -4.5153
H 0.5685 3.8593 -5.0220
H 1.0597 2.8805 -3.6002
H -0.3943 1.6492 -6.2106
H 0.0968 0.6705 -4.7888
H 0.7431 0.2966 -6.4019
C -1.9276 -3.1738 -3.3189
C -0.8029 -2.1806 -3.1985
O -0.8865 -1.2090 -2.4491
C 0.4282 -2.4223 -4.0304
H -2.7500 -2.8722 -2.6615
H -2.2936 -3.1976 -4.3485
H -1.5822 -4.1650 -3.0148
H 0.1672 -2.4126 -5.0917
H 0.8786 -3.3800 -3.7580
H 1.1561 -1.6261 -3.8412
C -7.9223 0.4975 3.3637
C -6.8259 -0.4471 2.9494
O -5.7496 -0.4760 3.5438
C -7.0974 -1.3549 1.7798
H -7.5856 1.0907 4.2206
H -8.1591 1.1759 2.5401
H -8.8095 -0.0689 3.6573
H -7.2974 -0.7591 0.8856
H -7.9479 -2.0040 2.0028
H -6.2180 -1.9808 1.5944
C -11.0356 -3.6377 3.3128
C -10.3839 -2.7476 4.3370
O -10.7344 -1.5777 4.4818
C -9.2867 -3.3444 5.1772
H -11.8091 -3.0733 2.7812
H -10.2911 -3.9781 2.5887
H -11.5039 -4.4923 3.8075
H -8.4642 -3.6717 4.5362
H -9.6770 -4.1859 5.7549
H -8.9092 -2.5870 5.8724
C 9.6679 0.9059 -0.6224
C 8.2227 1.2366 -0.8834
O 7.8847 1.8859 -1.8718
C 7.2072 0.7421 0.1116
H 10.2866 1.3266 -1.4222
H 9.9827 1.3417 0.3293
H 9.8042 -0.1783 -0.6082
H 7.4123 1.1706 1.0959
H 7.2338 -0.3494 0.1585
H 6.2065 1.0550 -0.2052
C 5.1016 3.8633 6.3344
C 3.6585 3.5405 6.0527
O 3.1914 2.4311 6.3047
C 2.8091 4.6279 5.4508
H 5.5920 2.9849 6.7674
H 5.6120 4.1258 5.4042
H 5.1653 4.6874 7.0492
H 3.2173 4.9244 4.4814
H 2.7706 5.4861 6.1263
H 1.7909 4.2527 5.3025
C 1.5446 -0.4469 -10.4032
C 0.5120 0.2879 -9.5910
O 0.3534 0.0508 -8.3947
C -0.3191 1.3241 -10.2993
H 2.0683 -1.1636 -9.7616
H 1.0585 -0.9942 -11.2148
H 2.2740 0.2609 -10.8049
H -0.8883 0.8557 -11.1062
H 0.3272 2.1109 -10.6962
H -1.0219 1.7729 -9.5892
C -2.8644 3.7511 6.6805
C -3.0364 4.1937 8.1090
O -3.0912 5.3859 8.4058
C -3.1388 3.1209 9.1601
H -2.8050 4.6319 6.0324
H -1.9392 3.1783 6.5778
H -3.7218 3.1475 6.3727
H -2.2259 2.5201 9.1679
H -4.0085 2.4893 8.9628
H -3.2601 3.5871 10.1437
C 9.7356 -3.8892 -2.6485
C 9.5636 -3.4467 -1.2201
O 9.5088 -2.2544 -0.9232
C 9.4612 -4.5194 -0.1690
H 9.7950 -3.0084 -3.2967
H 10.6608 -4.4620 -2.7512
H 8.8782 -4.4928 -2.9563
H 10.3741 -5.1202 -0.1611
H 8.5915 -5.1510 -0.3662
H 9.3399 -4.0532 0.8146
C -3.0985 -7.9317 -4.8723
C -3.4846 -6.5074 -5.1699
O -3.2343 -5.5995 -4.3790
C -4.1888 -6.2373 -6.4727
H -2.5984 -7.9762 -3.8989
H -3.9928 -8.5590 -4.8351
H -2.4087 -8.2972 -5.6370
H -5.1315 -6.7891 -6.5068
H -3.5475 -6.5272 -7.3087
H -4.4061 -5.1668 -6.5525
```

C49H31I4N8RbS | the ωB97M-V functional and the def2-TZVPD basis

Computed properties:
Charge   -2
Energy relative to the best compared isomer or geometry (same formula, charge and spin)   67.90 kcal/mol
E   -3936.7913 a.u.
Molar mass   1356.99 g mol⁻¹
Orbital gap   3.8 eV

The geometry in XYZ format:
```
94
C49H31I4N8RbS (the ωB97M-V functional and the def2-TZVPD basis)
Rb 2.4933 0.7347 -0.2652
I -6.3279 -5.3884 -3.7971
C -4.8535 -3.9189 -3.4328
C -5.2522 -2.7936 -2.6457
C -4.2017 -2.0519 -2.1043
C -2.8912 -2.2324 -2.4792
C -2.5771 -3.0869 -3.6827
C -3.6022 -4.1792 -3.8435
C -1.7718 -1.4837 -1.9924
C -1.7327 -0.1342 -2.0612
C -2.8132 0.6763 -2.5959
C -2.5133 1.9768 -2.5599
C -1.2123 2.1874 -1.9373
C -0.6563 3.3566 -1.5578
C -1.3203 4.5653 -2.1417
C -1.9903 5.4837 -1.3356
C -2.6241 6.5913 -1.8812
C -2.5789 6.7864 -3.2549
I -3.5212 8.4571 -4.0874
C -1.9165 5.8961 -4.0817
C -1.2908 4.7911 -3.5127
C 0.3599 3.6375 -0.5419
N 0.7671 2.7188 0.3637
C 1.4747 3.3990 1.3087
C 1.9774 2.8137 2.5550
C 2.4404 3.8088 3.5737
C 3.7911 3.9921 3.8487
C 4.2233 4.9033 4.8091
C 3.2794 5.6492 5.4927
I 3.9065 7.0237 6.9396
C 1.9233 5.5026 5.2332
C 1.5185 4.5875 4.2717
C 1.9896 1.5018 2.9293
C 2.3658 1.0135 4.2701
C 2.2230 -0.3171 4.2545
C 1.7682 -0.6885 2.8839
N 1.6387 0.4139 2.1453
C 1.6339 -2.0105 2.4411
C 1.2947 -2.4543 1.1006
C 1.3800 -3.7325 0.6117
C 0.8252 -3.7628 -0.7355
C 0.5373 -2.3295 -0.9344
N 0.6487 -1.6031 0.1073
C 1.8805 -3.0877 3.4381
C 1.0703 -3.2178 4.5702
C 1.2954 -4.1899 5.5372
C 2.3458 -5.0773 5.3683
I 2.6950 -6.5569 6.8051
C 3.1673 -4.9944 4.2552
C 2.9290 -4.0029 3.3115
C 1.5592 4.7685 0.9709
C 0.8486 4.9213 -0.2183
N -0.6912 0.8341 -1.7390
H -6.2714 -2.6675 -2.3174
H -4.4168 -1.3359 -1.3149
H -2.6231 -2.4247 -4.5844
H -3.3285 -5.1287 -4.2807
H -3.7299 0.2422 -2.9614
H -3.1629 2.7805 -2.8682
H -2.0072 5.3211 -0.2653
H -3.1479 7.2905 -1.2435
H -1.8816 6.0559 -5.1507
H -0.7695 4.0819 -4.1447
H 4.5173 3.3986 3.3062
H 5.2780 5.0262 5.0152
H 1.1932 6.0899 5.7734
H 0.4651 4.4634 4.0515
H 2.6858 1.6236 5.1015
H 2.4226 -0.9968 5.0691
H 1.8084 -4.5847 1.1106
H 1.2761 -4.3631 -1.5136
H 0.2413 -2.5298 4.6889
H 0.6492 -4.2595 6.4021
H 3.9926 -5.6823 4.1284
H 3.5903 -3.9213 2.4571
H 2.0592 5.5414 1.5366
H 0.6856 5.8359 -0.7690
N 1.5745 0.4215 -2.6798
C 0.5245 0.6059 -2.2332
C 0.7090 -4.7840 -4.9855
C -0.6753 -4.1539 -5.0328
C -1.1122 -3.4965 -3.7398
N -0.1448 -2.8003 -3.1693
N -0.5905 -2.3849 -1.8777
C -0.7946 -3.8715 -0.9687
N -1.6211 -3.5534 0.1222
S -1.2765 -5.2026 -1.9924
H 0.9529 -5.2491 -5.9441
H 0.7518 -5.5419 -4.2020
H 1.4646 -4.0318 -4.7619
H -1.4299 -4.8891 -5.3161
H -0.7011 -3.3723 -5.7998
H -1.2117 -2.8608 0.7437
H -1.8578 -4.3899 0.6334
```

no.,LUMO (eV)
1,1.0839
2,1.1108
3,0.4603
4,2.8766